Entry 1:
Density functional theory data (ωB97M-V/def2-TZVPD) for 6 unconnected molecules or ions with the total composition C53H63F5NO13P.

- HOMO: -9.06 eV
- DFT total energy: -106970.03495 eV
- ΔE to the lowest compared entry with this formula, charge and spin: 0.0 kcal per mole
- Frontier orbital gap: 8.87 eV
- Max |F|: 0.0187 Eh/bohr

The geometry in ORCA input format:
```
! RIJCOSX wB97M-V def2-TZVPD def2/J DEFGRID3
* xyz 0 1
C 2.568 -0.448 5.684
C 1.640 -0.963 4.639
O 0.777 -1.769 4.777
O 1.829 -0.349 3.383
C 2.328 -1.236 2.440
O 3.507 -1.426 2.376
C 1.297 -1.935 1.592
C 1.151 -1.454 0.120
O 2.403 -1.545 -0.535
C 3.310 -0.441 -0.500
C 4.740 -0.952 -0.566
C 4.950 -1.706 -1.900
C 5.759 0.203 -0.427
C 5.357 1.248 0.626
C 7.151 -0.383 -0.057
C 0.172 -2.462 -0.651
C -0.427 -3.574 0.252
C -1.564 -4.432 -0.347
C -1.408 -5.930 -0.060
C -1.133 -6.175 1.398
O -1.577 -5.492 2.271
O -0.391 -7.294 1.687
C 0.728 -2.960 -1.989
P 2.002 -4.232 -2.014
O 3.116 -3.944 -2.932
O 1.229 -5.593 -2.356
O 2.461 -4.458 -0.490
C -1.049 -1.577 -0.910
O -1.844 -1.649 -1.828
N -1.019 -0.619 0.087
C 0.374 -0.080 0.035
O 0.443 0.792 1.128
C 0.549 0.693 -1.299
C 1.381 1.990 -1.221
C 0.504 3.220 -0.978
C 1.303 4.447 -0.643
O 1.100 5.148 0.301
O 2.280 4.764 -1.555
H 3.506 -0.129 5.234
H 2.097 0.419 6.153
H 2.722 -1.216 6.439
H 0.335 -1.830 2.090
H 1.617 -2.976 1.573
H 3.147 0.162 0.392
H 3.136 0.184 -1.380
H 4.879 -1.645 0.265
H 5.854 -1.361 -2.405
H 4.103 -1.585 -2.574
H 5.051 -2.781 -1.750
H 5.852 0.696 -1.398
H 4.565 1.909 0.261
H 6.214 1.861 0.905
H 4.978 0.747 1.520
H 7.140 -1.473 -0.115
H 7.918 -0.031 -0.746
H 7.417 -0.095 0.958
H 0.374 -4.217 0.622
H -0.840 -3.089 1.134
H -2.496 -4.131 0.135
H -1.710 -4.263 -1.413
H -0.684 -6.419 -0.707
H -2.365 -6.426 -0.261
H 0.517 -7.162 1.382
H -0.105 -3.345 -2.583
H 1.162 -2.140 -2.559
H 1.307 -6.240 -1.644
H 3.428 -4.532 -0.512
H -1.726 0.103 -0.003
H 1.351 0.995 1.379
H 0.980 0.027 -2.047
H -0.447 0.992 -1.633
H 1.894 2.129 -2.178
H 2.143 1.934 -0.445
H -0.192 3.058 -0.152
H -0.085 3.443 -1.873
H 2.948 4.066 -1.582
F -7.292 -1.513 -5.488
C -6.635 -1.236 -4.343
C -7.181 -0.318 -3.472
C -6.504 -0.038 -2.292
C -5.283 -0.642 -2.026
C -4.734 -1.533 -2.939
C -5.427 -1.858 -4.097
H -8.118 0.164 -3.716
H -6.924 0.673 -1.592
H -4.745 -0.404 -1.117
H -3.762 -1.965 -2.747
H -5.023 -2.550 -4.823
F 1.566 -4.262 7.290
C 0.369 -4.857 7.089
C 0.010 -5.216 5.807
C -1.219 -5.827 5.604
C -2.066 -6.060 6.679
C -1.681 -5.688 7.960
C -0.452 -5.081 8.176
H 0.683 -5.013 4.984
H -1.511 -6.108 4.603
H -3.027 -6.530 6.518
H -2.341 -5.867 8.799
H -0.129 -4.785 9.165
F -1.086 2.657 -4.194
C -2.335 2.429 -4.675
C -2.535 2.431 -6.039
C -3.811 2.175 -6.519
C -4.857 1.930 -5.639
C -4.629 1.952 -4.271
C -3.357 2.202 -3.779
H -1.707 2.623 -6.707
H -3.985 2.162 -7.586
H -5.848 1.723 -6.020
H -5.436 1.766 -3.579
H -3.155 2.207 -2.715
F 2.706 6.105 5.352
C 1.438 5.806 4.994
C 1.163 5.558 3.664
C -0.140 5.248 3.304
C -1.139 5.198 4.267
C -0.835 5.456 5.597
C 0.465 5.761 5.972
H 1.952 5.611 2.926
H -0.364 5.049 2.266
H -2.154 4.957 3.981
H -1.613 5.420 6.348
H 0.727 5.962 7.002
F -2.909 6.354 -6.349
C -2.285 6.557 -5.170
C -2.835 7.448 -4.270
C -2.190 7.647 -3.058
C -1.017 6.965 -2.765
C -0.486 6.076 -3.691
C -1.121 5.866 -4.904
H -3.748 7.971 -4.520
H -2.608 8.339 -2.339
H -0.517 7.125 -1.819
H 0.426 5.542 -3.468
H -0.730 5.170 -5.634
*
```


Entry 2:
Density functional theory data (ωB97M-V/def2-TZVPD) for 7 unconnected molecules or ions with the total composition C53H64Br2ClFO8PS in a non-equilibrium geometry.

- HOMO: -7.09 eV
- DFT total energy: -247819.11100 eV
- Frontier orbital gap: 9.01 eV
- Max |F|: 0.1855 Eh/bohr

The geometry in ORCA input format:
```
! RIJCOSX wB97M-V def2-TZVPD def2/J DEFGRID3
* xyz -1 1
C 3.142 -0.831 0.171
C 2.386 0.218 1.220
O 1.379 -0.258 2.001
O 2.859 1.613 1.226
C 1.746 2.558 1.001
C 1.115 2.511 -0.516
C 1.760 3.598 -1.561
C 0.678 3.776 -2.800
C 1.428 4.114 -4.238
C 1.879 2.786 -5.086
C 0.701 2.118 -6.011
C 0.985 0.487 -6.073
C -0.233 -0.402 -5.352
C 0.349 -1.804 -4.736
C 0.893 -2.876 -5.871
O 1.487 -2.554 -7.024
F 0.655 -4.345 -5.611
O -0.671 0.311 -4.106
P -2.422 0.115 -3.882
Cl -2.634 2.250 -3.694
C -4.303 -0.288 -3.721
C -5.271 1.048 -3.766
O -5.848 1.596 -2.669
Br -5.720 1.963 -5.530
C -1.924 -0.246 -2.076
S -3.074 0.442 -0.771
O -2.705 -0.307 0.570
O -2.837 1.964 -0.446
O -2.742 0.327 -5.616
C -1.595 -0.392 -6.263
Br -2.423 -2.105 -6.876
H 3.720 -0.176 -0.619
H 2.317 -1.508 -0.363
H 3.863 -1.585 0.722
H 2.117 3.662 1.205
H 0.919 2.334 1.824
H 1.129 1.418 -0.973
H -0.034 2.794 -0.406
H 2.791 3.208 -1.961
H 1.965 4.582 -0.959
H -0.021 4.719 -2.582
H 0.036 2.773 -2.858
H 0.699 4.817 -4.855
H 2.410 4.720 -3.961
H 2.408 1.996 -4.367
H 2.739 3.135 -5.834
H -0.393 2.400 -5.704
H 0.856 2.540 -7.113
H 1.023 0.108 -7.204
H 1.972 0.179 -5.494
H 1.312 -1.510 -4.096
H -0.377 -2.330 -3.952
H -2.317 -1.341 -4.037
H -4.594 -0.927 -4.685
H -4.547 -1.004 -2.802
H -1.744 -1.389 -1.840
H -0.869 0.287 -1.907
H -4.440 0.192 -0.978
H -1.240 0.245 -7.208
C 4.101 4.139 3.845
C 4.635 5.375 3.485
C 4.614 6.436 4.391
C 4.066 6.256 5.661
C 3.535 5.019 6.023
C 3.548 3.961 5.114
H 4.114 3.313 3.138
H 5.068 5.513 2.498
H 5.025 7.401 4.107
H 4.054 7.081 6.369
H 3.110 4.879 7.014
H 3.129 2.998 5.394
C -1.191 -0.502 5.049
C -1.992 -0.860 6.134
C -3.333 -1.186 5.934
C -3.871 -1.164 4.647
C -3.070 -0.809 3.562
C -1.731 -0.474 3.763
H -0.147 -0.245 5.206
H -1.570 -0.884 7.136
H -3.958 -1.459 6.780
H -4.915 -1.423 4.490
H -3.489 -0.794 2.559
H -1.108 -0.193 2.919
C -1.638 -4.309 5.868
C -0.434 -5.010 5.929
C -0.255 -6.008 6.886
C -1.284 -6.312 7.777
C -2.490 -5.614 7.714
C -2.665 -4.609 6.763
H -1.776 -3.529 5.124
H 0.366 -4.778 5.230
H 0.686 -6.550 6.938
H -1.147 -7.094 8.520
H -3.293 -5.852 8.407
H -3.603 -4.062 6.717
C -2.682 2.697 5.900
C -3.524 3.809 5.900
C -3.062 5.034 6.380
C -1.754 5.150 6.851
C -0.911 4.039 6.847
C -1.375 2.811 6.376
H -3.043 1.741 5.529
H -4.541 3.720 5.527
H -3.720 5.898 6.387
H -1.392 6.106 7.220
H 0.110 4.130 7.212
H -0.720 1.945 6.378
C 3.928 -8.274 3.863
C 2.551 -8.485 3.940
C 1.668 -7.475 3.558
C 2.163 -6.258 3.088
C 3.539 -6.049 3.008
C 4.422 -7.055 3.400
H 4.616 -9.060 4.165
H 2.166 -9.436 4.299
H 0.596 -7.637 3.624
H 1.475 -5.473 2.786
H 3.924 -5.101 2.641
H 5.494 -6.890 3.342
C 0.711 -0.639 -10.273
C -0.667 -0.821 -10.166
C -1.526 -0.200 -11.072
C -1.005 0.595 -12.094
C 0.374 0.773 -12.204
C 1.232 0.160 -11.291
H 1.380 -1.120 -9.564
H -1.073 -1.445 -9.374
H -2.600 -0.336 -10.984
H -1.674 1.074 -12.804
H 0.780 1.391 -13.001
H 2.306 0.304 -11.373
*
```


Entry 3:
Density functional theory data (ωB97M-V/def2-TZVPD) for a molecular structure, C53H65Br16N3OS3 in a non-equilibrium geometry.

- HOMO: -7.77 eV
- DFT total energy: -1215717.37459 eV
- ΔE to the lowest compared entry with this formula, charge and spin: 0.0 kcal per mole
- Frontier orbital gap: 7.68 eV
- Max |F|: 0.0897 Eh/bohr

The geometry in ORCA input format:
```
! RIJCOSX wB97M-V def2-TZVPD def2/J DEFGRID3
* xyz 0 1
O 6.418 -2.268 2.073
C 5.948 -3.331 1.761
C 6.155 -4.016 0.420
C 5.408 -3.356 -0.784
N 5.513 -1.903 -0.782
C 6.787 -1.402 -1.158
C 7.838 -2.182 -1.625
C 9.065 -1.645 -1.991
C 9.272 -0.282 -1.872
C 8.244 0.531 -1.418
C 7.027 -0.021 -1.068
S 5.643 0.972 -0.513
C 4.347 0.130 -1.418
C 3.307 0.845 -2.008
C 3.226 2.348 -1.854
C 2.194 2.658 -0.735
C 0.749 2.378 -1.162
S -0.424 3.129 0.036
C -1.945 2.349 -0.351
S -3.287 2.777 0.471
N -1.936 1.379 -1.408
C -3.083 1.486 -2.287
C -4.277 0.810 -2.065
C -5.313 0.953 -2.974
C -5.174 1.751 -4.098
C -3.975 2.418 -4.317
C -2.933 2.287 -3.409
C -1.718 0.037 -0.926
C -2.073 -0.406 0.335
C -1.742 -1.758 0.750
C -1.063 -2.604 -0.118
C -0.773 -2.131 -1.393
C -1.074 -0.853 -1.792
C 2.354 0.148 -2.736
C 2.427 -1.280 -2.850
C 3.454 -1.923 -2.182
C 4.442 -1.257 -1.466
N 5.159 -4.079 2.726
C 3.794 -3.635 2.769
C 2.977 -4.218 3.743
C 1.641 -3.903 3.886
C 1.081 -2.964 3.020
C 1.887 -2.362 2.069
C 3.234 -2.678 1.932
H 5.798 -5.041 0.544
H 7.234 -4.076 0.259
H 4.378 -3.684 -0.656
H 5.796 -3.810 -1.703
H 7.713 -3.252 -1.744
H 9.829 -2.313 -2.370
H 10.231 0.123 -2.174
H 8.411 1.599 -1.352
H 4.167 2.746 -1.476
H 2.894 2.831 -2.775
H 2.403 2.034 0.143
H 2.260 3.698 -0.394
H 0.541 2.849 -2.126
H 0.540 1.310 -1.158
H -4.372 0.166 -1.201
H -6.234 0.406 -2.792
H -5.980 1.875 -4.812
H -3.870 3.026 -5.209
H -2.001 2.802 -3.618
H -2.573 0.240 1.042
H -1.946 -2.123 1.742
H -0.768 -3.605 0.171
H -0.245 -2.798 -2.069
H -0.785 -0.527 -2.786
H 1.563 0.699 -3.225
H 1.679 -1.823 -3.403
H 3.477 -3.005 -2.239
H 5.548 -3.814 3.630
H 3.418 -4.962 4.402
H 1.083 -4.414 4.661
H 0.030 -2.724 3.118
H 1.399 -1.641 1.419
H 3.839 -2.182 1.183
Br -4.028 -1.916 0.481
C -5.716 -2.821 1.000
C -6.784 -2.627 -0.045
Br -7.526 -0.827 0.046
H -5.994 -2.428 1.974
H -5.466 -3.877 1.096
H -7.625 -3.298 0.128
H -6.423 -2.764 -1.059
Br 8.439 5.683 0.364
C 7.076 5.043 1.598
C 7.564 3.867 2.398
Br 7.559 2.233 1.329
H 6.196 4.815 1.005
H 6.863 5.886 2.253
H 6.891 3.672 3.230
H 8.574 3.997 2.774
Br 4.839 -2.676 -7.363
C 3.334 -1.500 -7.750
C 3.405 -0.233 -6.938
Br 2.865 -0.533 -5.050
H 2.432 -2.073 -7.561
H 3.407 -1.288 -8.815
H 2.701 0.503 -7.327
H 4.401 0.199 -6.913
Br -8.497 -5.555 -2.123
C -9.798 -4.145 -2.455
C -9.557 -3.468 -3.778
Br -8.051 -2.243 -3.677
H -9.740 -3.459 -1.615
H -10.765 -4.642 -2.451
H -10.411 -2.852 -4.050
H -9.344 -4.165 -4.582
Br -11.515 -1.547 0.182
C -12.165 -0.297 1.526
C -11.174 0.807 1.786
Br -9.692 0.197 2.890
H -12.390 -0.879 2.414
H -13.086 0.109 1.115
H -11.641 1.609 2.354
H -10.742 1.214 0.877
Br 0.070 4.434 3.954
C -1.316 5.778 3.723
C -1.203 6.464 2.389
Br 0.244 7.769 2.373
H -1.236 6.461 4.563
H -2.256 5.233 3.788
H -2.104 7.036 2.177
H -1.013 5.773 1.574
Br 5.887 1.867 6.728
C 6.473 0.510 5.454
C 5.392 0.174 4.464
Br 4.047 -0.974 5.269
H 6.795 -0.347 6.036
H 7.330 0.944 4.948
H 5.801 -0.402 3.635
H 4.877 1.047 4.075
Br -5.397 3.954 4.933
C -7.076 3.120 5.458
C -8.145 3.327 4.420
Br -8.872 5.132 4.492
H -7.342 3.530 6.427
H -6.848 2.062 5.563
H -8.992 2.672 4.609
H -7.790 3.170 3.407
*
```